Density functional theory data (ωB97M-V/def2-TZVPD) for 2 unconnected molecules or ions with the total composition C11H13N in a non-equilibrium geometry.

Computed properties:
LUMO = -0.1826 eV
HOMO level = -9.15 eV
orbital gap = 8.964 eV
energy relative to the best compared isomer or geometry (same formula, charge and spin) = 119.5 kcal per mole
molar mass = 159.232 u

Structure (XYZ):
```
25
Properties=species:S:1:pos:R:3:mulliken_charge:R:1
C -6.3434 1.7665 0.1319 -0.636
C -5.3996 1.0268 0.0405 -0.470
C -4.3050 0.1675 -0.0619 0.798
C -3.3712 -0.5675 -0.1476 0.466
C -2.2762 -1.4246 -0.2520 -0.185
C 4.3328 2.0339 -0.3501 -1.535
C 3.8193 0.7440 0.2910 0.738
C 4.6301 -0.4590 -0.1842 -1.445
C 2.3214 0.5617 0.0029 -0.712
C 1.7048 -0.5905 0.7436 -0.046
C 1.1371 -1.6419 0.1755 -0.901
H -7.1797 2.4456 0.2200 0.431
H 4.2233 1.9934 -1.4402 0.342
H 5.3941 2.1960 -0.1286 0.393
H 3.7778 2.9127 0.0118 0.369
H 3.9422 0.8303 1.3804 0.204
H 5.7001 -0.3415 0.0474 0.398
H 4.2815 -1.3859 0.2730 0.387
H 4.5385 -0.5737 -1.2701 0.319
H 2.1703 0.4101 -1.0794 0.314
H 1.7965 1.4868 0.2799 0.340
H 1.7493 -0.5381 1.8495 0.272
H 1.0561 -1.7527 -0.9118 0.279
H 0.7000 -2.4533 0.7734 0.310
N -1.3786 -2.1330 -0.3348 -0.429
```